[1]
Computed, not measured: a structure of composition C37H41FIN7O4PSYb, with ωB97M-V/def2-TZVPD.

- Total charge: +2
- DFT total energy: -120115.2304 eV
- Highest occupied orbital energy (spin up / spin down): -10.7 / -10.7 eV
- Spin multiplicity: 2
- Relative energy (zero: lowest compared OMol25 entry of this formula, charge and spin): 3.306 eV

Last column: Mulliken charge in e.
Cartesian coordinates (Å):
Yb 2.676 -1.118 1.911  1.349
N 3.453 -2.419 -0.312  -0.435
C 4.919 -2.517 -0.242  -0.724
C 5.498 -1.119 -0.060  -1.017
N 4.865 -0.288 1.084  0.513
C 4.692 1.135 0.709  -0.958
C 3.239 1.608 0.975  -0.468
N 2.196 0.766 0.350  -0.343
C 5.725 -0.381 2.335  -0.941
C 5.855 -1.771 2.913  -1.027
N 4.540 -2.372 3.136  -0.429
H 3.069 -3.339 -0.493  0.278
H 3.225 -1.876 -1.156  0.122
H 5.368 -2.983 -1.156  0.451
H 5.184 -3.211 0.551  0.360
H 5.409 -0.591 -1.014  0.581
H 6.546 -1.143 0.203  0.335
H 4.976 1.251 -0.364  0.350
H 5.390 1.689 1.323  0.392
H 3.180 2.651 0.644  0.643
H 3.090 1.570 2.069  0.141
H 2.272 0.883 -0.650  0.166
H 1.223 1.094 0.591  0.125
H 5.278 0.330 3.059  0.498
H 6.728 0.010 2.106  0.555
H 6.410 -1.711 3.862  0.475
H 6.469 -2.424 2.295  0.324
H 4.133 -2.233 4.060  0.309
H 4.644 -3.414 3.089  0.250
I 0.893 0.238 -4.095  0.093
C -0.422 1.036 -5.666  -0.372
C 0.319 0.987 -6.834  -0.780
C -0.092 1.788 -7.900  -0.684
C -1.293 2.472 -7.844  -0.767
C -2.116 2.506 -6.660  0.389
C -3.194 3.401 -6.529  -0.644
C -3.992 3.356 -5.412  -1.170
C -3.599 2.540 -4.338  -0.478
C -2.479 1.710 -4.359  1.003
P -2.175 0.810 -2.819  0.204
C -3.373 -0.494 -2.480  0.429
C -4.751 -0.229 -2.286  -0.042
C -5.611 -1.307 -2.034  -0.694
C -5.143 -2.616 -1.976  -0.407
C -3.790 -2.852 -2.102  -0.707
C -2.891 -1.783 -2.227  -0.084
C -2.674 1.915 -1.358  0.514
C -2.956 3.267 -1.576  -0.445
C -3.455 3.995 -0.479  -0.605
C -3.538 3.431 0.779  -0.662
C -3.070 2.151 1.012  -0.163
C -2.674 1.364 -0.050  -1.102
C -1.636 1.721 -5.516  1.194
H 1.233 0.416 -6.970  0.430
H 0.525 1.840 -8.807  0.373
H -1.608 3.052 -8.679  0.429
H -3.331 4.098 -7.334  0.435
H -4.855 3.956 -5.258  0.481
H -4.258 2.418 -3.484  0.350
H -5.061 0.790 -2.258  0.356
H -6.683 -1.139 -1.876  0.393
H -5.838 -3.431 -1.797  0.417
H -3.389 -3.824 -1.903  0.425
H -1.857 -1.936 -2.113  0.367
H -2.696 3.793 -2.492  0.578
H -3.679 5.049 -0.586  0.426
H -4.071 3.982 1.615  0.381
H -3.066 1.827 2.025  0.538
H -2.398 0.339 0.117  0.574
F -3.998 1.959 4.650  -0.331
C -3.016 1.052 4.883  0.154
C -1.658 1.261 4.696  0.112
N -0.736 0.414 5.252  0.187
C 0.706 0.785 5.171  -1.186
C 1.375 0.176 3.896  0.996
O 2.453 -0.466 4.099  -0.664
O 0.803 0.282 2.792  -0.644
C -1.049 -0.925 5.551  0.308
O -0.158 -1.788 5.626  -0.618
N -2.402 -1.143 5.660  -0.002
C -3.434 -0.180 5.599  0.282
O -4.555 -0.408 6.093  -0.596
H -1.349 2.183 4.208  0.363
H 1.267 0.495 6.025  0.291
H 0.653 1.896 5.053  0.379
H -2.644 -2.060 5.996  0.264
S -0.819 -4.440 0.809  -0.070
C -0.113 -5.045 2.283  -0.413
C 0.837 -4.158 2.749  -0.607
N 1.062 -3.051 2.003  0.033
C 0.168 -3.066 0.945  -0.499
H -0.415 -5.992 2.756  0.394
H 1.378 -4.260 3.675  0.423
H 0.133 -2.232 0.266  0.599

=====

[2]
Computed, not measured: a cluster of 2 separate species, C37H41N3P in total, with ωB97M-V/def2-TZVPD.

- Total charge: +1
- DFT total energy: -52788.0248 eV
- Highest occupied orbital energy: -9.0 eV
- Spin multiplicity: 1
- Relative energy (zero: lowest compared OMol25 entry of this formula, charge and spin): 0.000 eV

Last column: Mulliken charge in e.
Cartesian coordinates (Å):
C 3.447 -5.831 6.422  -1.497
C 2.348 -4.835 6.329  0.605
C 2.573 -3.514 6.717  -1.233
C 1.558 -2.567 6.662  1.649
C 1.808 -1.127 7.010  -1.668
C 0.298 -2.980 6.231  -0.702
N -0.710 -1.966 6.089  0.838
P -0.404 -0.599 5.092  -0.093
H -4.747 -2.759 3.877  -0.120
N -1.917 0.040 5.617  0.642
C -2.354 1.346 5.236  0.595
C -3.725 1.654 5.079  1.078
C -4.888 0.710 5.279  -1.787
C -4.043 2.970 4.721  -1.099
C -3.063 3.961 4.595  0.381
C -3.377 5.381 4.228  -1.468
C -1.731 3.624 4.815  -1.310
C -1.360 2.335 5.140  1.237
C 0.063 2.107 5.556  -1.644
C -2.374 -0.589 6.779  -0.342
C -1.639 -1.681 7.093  -0.581
C 0.037 -4.290 5.813  0.707
C -1.302 -4.677 5.252  -1.265
C 1.093 -5.200 5.842  -1.155
H 3.095 -6.826 6.152  0.370
H 4.274 -5.574 5.756  0.331
H 3.857 -5.871 7.433  0.367
H 3.566 -3.216 7.049  0.448
H 0.973 -0.677 7.570  0.316
H 2.698 -1.057 7.649  0.527
H 2.020 -0.505 6.121  0.340
H -5.789 1.108 4.785  0.361
H -4.725 -0.287 4.859  0.290
H -5.184 0.581 6.334  0.481
H -5.081 3.248 4.520  0.406
H -2.527 6.018 4.502  0.370
H -3.533 5.498 3.148  0.298
H -4.271 5.758 4.737  0.384
H -0.967 4.399 4.735  0.329
H 0.578 3.067 5.663  0.465
H 0.129 1.629 6.543  0.275
H 0.649 1.532 4.796  0.336
H -3.238 -0.169 7.281  0.477
H -1.725 -2.318 7.967  0.515
H -1.408 -5.770 5.260  0.401
H -2.146 -4.258 5.821  0.370
H -1.414 -4.357 4.203  0.308
H 0.924 -6.210 5.470  0.413
C -5.501 -0.153 1.864  -1.365
C -6.311 -1.365 2.106  -0.053
N -7.667 -1.332 2.219  0.182
C -8.476 -0.136 1.992  -0.951
C -8.173 -2.624 2.433  -0.371
C -7.060 -3.500 2.470  1.267
C -7.256 -4.872 2.685  -0.043
C -8.573 -5.355 2.809  -0.933
C -9.670 -4.475 2.748  -0.616
C -9.468 -3.097 2.625  -1.003
C -5.874 -2.721 2.281  0.888
C -4.562 -3.067 2.883  -0.896
C -4.125 -4.507 3.117  -0.060
C -4.484 -5.103 4.330  0.148
C -4.218 -6.453 4.589  -0.707
C -3.496 -7.196 3.660  -0.559
C -3.021 -6.573 2.500  -0.624
C -3.309 -5.222 2.245  -0.230
H -4.463 -0.432 2.092  0.139
H -5.508 0.241 0.817  0.392
H -5.807 0.652 2.557  0.252
H -9.519 -0.320 2.268  0.327
H -8.120 0.712 2.581  0.262
H -8.415 0.140 0.936  0.320
H -6.413 -5.543 2.756  0.530
H -8.745 -6.421 2.949  0.402
H -10.682 -4.899 2.795  0.368
H -10.315 -2.421 2.670  0.247
H -3.727 -2.450 2.491  0.591
H -5.017 -4.517 5.077  0.445
H -4.557 -6.899 5.525  0.402
H -3.301 -8.261 3.847  0.417
H -2.403 -7.140 1.806  0.392
H -2.917 -4.746 1.351  0.492